Here is the ion C3H10PS3 with charge +1 in a non-equilibrium geometry from OMol25. Energies are from ωB97M-V/def2-TZVPD.

```
17
Properties=species:S:1:pos:R:3:forces:R:3:lowdin_charge:R:1
C -0.753150 1.575219 1.421112 -0.013 1.040 -0.155 -0.15
C -0.597240 0.386116 0.439477 1.089 -1.940 5.260 -0.65
C -0.753401 -0.903390 1.409003 0.558 2.255 -0.290 -0.07
P 0.504355 -0.281884 -2.316743 -0.098 0.721 -0.248 0.10
S 0.812517 -2.313423 -2.103510 -0.629 -0.908 -0.029 0.34
S 1.094042 0.540163 -0.152599 1.019 -1.656 -1.135 0.77
S 2.261659 0.109448 -3.393740 0.098 1.685 0.296 0.31
H -0.677147 2.490303 0.879214 0.407 0.873 -0.584 0.06
H -0.087832 1.707535 2.302608 0.337 -0.939 -0.934 0.11
H -1.695509 1.730497 1.904244 -1.137 -0.821 -0.121 0.08
H -1.308589 0.215471 -0.282454 -1.392 0.654 -2.178 0.05
H 0.113390 -0.807866 2.015110 0.911 -0.547 0.766 0.06
H -0.887754 -1.912241 1.080461 -0.054 -0.295 -0.812 0.07
H -1.531393 -0.582502 2.070958 -0.821 -0.359 0.240 0.07
H -0.504737 -2.813171 -2.097484 1.148 0.987 -0.018 -0.10
H 1.738799 -0.705820 0.135031 -1.076 1.463 -0.041 0.01
H 2.271991 1.565544 -3.310687 -0.348 -2.213 -0.016 -0.07
```
Positions in Å, forces in eV/Å.

**LUMO level**: -4.80 eV
**Largest force on an atom**: 0.1111 Eh/bohr
**HOMO**: -13.56 eV
**Energy relative to the best compared isomer or geometry (same formula, charge and spin)**: 0.569 eV
**Net charge**: +1